# 1
# C5H5Br15

A structure of composition C5H5Br15 in a non-equilibrium geometry (the ωB97M-V functional and the def2-TZVPD basis, OMol25).

Geometry as XYZ:
```
25
Properties=species:S:1:pos:R:3
Br -2.5562 1.3097 0.4943
Br -0.9537 1.0930 5.6936
Br 1.1895 -1.0534 5.3597
Br 2.7727 2.2361 0.3390
Br -0.0773 -5.3721 -0.4295
Br 0.6265 0.8077 -1.7232
Br 3.4841 0.2913 -3.9205
Br -0.1668 -2.8817 -2.6402
Br -2.8952 4.7278 0.1015
Br 1.3181 -0.5459 1.1968
Br -2.4285 -3.2470 -0.4278
Br -1.4554 -1.1710 3.1623
Br 2.0610 -2.2975 -5.4676
Br 1.4227 0.5717 -6.4254
Br -0.7782 3.5009 2.3872
C -0.5339 -3.5228 -0.7622
C 1.9036 -0.4960 -4.7573
C -0.1456 -0.1083 4.2381
C -2.4970 3.1763 1.3312
C 1.1115 1.1492 0.1588
H 0.2416 1.6875 0.5351
H -3.2379 3.0061 2.1123
H 1.0229 -0.5129 -4.1153
H 0.4564 0.5959 3.6638
H 0.1153 -2.9447 -0.1046
```

Multiplicity: 2
Energy above the lowest of the compared OMol25 structures with the same formula, charge and spin: 0.755 eV
Charge: +1
Orbital gap (alpha / beta): 5.98 / 1.85 eV
E: -1055890.255 eV

Atom-resolved charges from Löwdin, all expressed in e: 0.520, 0.811, 0.831, 0.561, 0.593, 0.577, 0.549, 0.513, 0.582, 0.555, 0.536, 0.607, 0.539, 0.480, 0.522, -1.545, -1.545, -1.408, -1.348, -1.468, -0.143, -0.041, -0.120, -0.072, -0.085

# 2
# C5H12O2

A cluster of 2 separate species, C5H12O2 in total (the ωB97M-V functional and the def2-TZVPD basis, OMol25).

Geometry as XYZ:
```
19
Properties=species:S:1:pos:R:3
O -0.4309 -0.6074 1.1234
O 1.5340 -2.6254 -0.9326
C -0.1489 -0.3600 -0.1160
C -1.5999 -0.5955 1.7044
C 1.6626 -1.3483 -1.5129
C 1.2788 -0.2436 -0.5241
C -0.9801 2.4508 0.5457
H -2.4880 -0.4998 1.0884
H 0.0726 2.4133 0.2542
H -1.1632 3.3590 1.1223
H 2.7077 -1.2463 -1.8198
H 1.0388 -1.2549 -2.4182
H 0.6599 -2.6501 -0.5168
H 1.9112 -0.3170 0.3677
H -1.6034 2.4560 -0.3530
H -1.2435 1.5924 1.1763
H -0.9804 -0.1431 -0.7847
H 1.4664 0.7400 -0.9842
H -1.5994 -0.8930 2.7401
```

Energy above the lowest of the compared OMol25 structures with the same formula, charge and spin: 4.397 eV
Charge: 0
Orbital gap (alpha / beta): 7.95 / 8.16 eV
E: -9470.739 eV

Atom-resolved charges from Löwdin, all expressed in e: -0.101, -0.064, -0.202, -0.056, -0.280, -0.157, -0.039, 0.080, 0.020, 0.025, 0.118, 0.117, 0.079, 0.129, 0.031, -0.013, 0.135, 0.113, 0.067

# 3
# C39H88O9P

A cluster of 4 separate species, C39H88O9P in total (the ωB97M-V functional and the def2-TZVPD basis, OMol25).

Geometry as XYZ:
```
137
Properties=species:S:1:pos:R:3
P -8.0643 3.2595 -2.2446
O 8.7666 3.0169 2.5768
O -3.6281 -2.2262 -7.1075
O 2.1706 -3.2756 4.5618
O -5.3249 -4.5860 -6.1845
O 7.2784 2.6491 5.2123
O 1.5854 -0.8808 6.3577
O 2.5023 -4.1478 7.4759
O -4.2197 -5.2230 -8.9642
O 10.8180 3.0582 4.8476
C 1.3397 3.3731 -1.4785
C 4.2743 2.6304 1.0849
C 11.9775 2.2578 4.7832
C -1.9572 -1.4454 -2.8375
C 6.1376 3.4324 5.4732
C -0.7804 -1.0948 -1.9156
C -4.1373 -1.0537 -1.5292
C 10.6919 3.9886 3.7876
C -7.9519 4.4638 -0.9304
C -3.5257 -2.9219 -5.8777
C 8.4597 1.8130 3.2559
C -0.1187 1.0865 -3.0966
C -9.2229 1.5290 -0.3233
C -3.5776 -6.4535 -9.2219
C 1.6220 2.9568 -2.9232
C -8.6451 1.6175 -1.7514
C 3.3332 -3.2601 5.3742
C -6.1275 -0.1482 -0.2013
C 2.2245 0.3411 6.0710
C 0.7793 -1.3759 5.3053
C 2.1082 2.5865 -0.4000
C 9.2609 4.1203 3.3170
C -6.7720 1.0778 0.4515
C 1.3619 1.4864 -3.2544
C 7.1763 1.8392 4.0555
C 3.5076 3.1563 -0.1586
C 3.4912 1.7573 2.0651
C -3.2096 -0.5808 -2.6684
C -5.5604 -5.3450 -8.5277
C 3.2763 0.3093 1.6130
C 0.9345 -2.8691 5.1190
C -4.6824 0.0757 -0.6417
C -4.1427 -0.9226 -6.9969
C -0.4671 0.3944 -1.7641
C -5.8982 -4.3323 -7.4567
C 1.8822 -5.3212 7.9526
C -8.2765 0.8895 0.7180
C 3.4089 -4.3602 6.4086
C -3.9372 -4.3716 -5.9998
H 2.6319 3.2481 -3.2188
H 5.7803 3.9355 4.5673
H 6.9477 0.8113 4.3688
H 3.2189 -5.3241 5.9241
H -4.9652 -1.6295 -1.9480
H 11.0235 4.9739 4.1413
H -2.4790 -2.8904 -5.5495
H -2.2406 -2.4795 -2.6286
H -8.9459 3.7836 -3.1880
H -4.6056 1.0458 -1.1415
H 1.0199 -0.8720 4.3618
H -3.7688 -0.6175 -3.6078
H -6.2713 1.2484 1.4056
H 0.1130 -1.5721 -2.3309
H 0.1899 -3.1688 4.3764
H 1.6452 1.3401 -4.2986
H -8.5156 1.3304 1.6856
H 5.1851 2.1166 0.7756
H -1.3117 0.9058 -1.2964
H -0.7226 1.9931 -3.1917
H 1.6105 4.4258 -1.3687
H -2.9616 0.4692 -2.5165
H -5.7558 -6.3526 -8.1454
H 12.1224 1.8446 3.7791
H -8.9267 4.5432 -0.4522
H -6.9758 -4.4013 -7.2882
H -9.4237 1.3763 -2.4776
H 0.2661 3.3093 -1.2815
H 4.1020 2.9082 -1.0420
H -9.5451 2.4975 0.0510
H 2.2172 1.5478 -0.7071
H 1.0427 -5.0164 8.5756
H -6.7133 -0.4631 -1.0734
H -6.2282 -5.1692 -9.3815
H 4.4305 -4.3762 6.8105
H -7.7097 5.4401 -1.3496
H -8.4972 -0.1728 0.8104
H 9.2950 1.4686 3.8686
H 1.4995 -5.9339 7.1290
H -3.7130 -4.8396 -5.0377
H -3.9232 -6.8958 -10.1620
H -0.2739 -1.1703 5.5427
H 5.3236 2.8291 5.8931
H 3.4901 -2.2825 5.8345
H 2.5712 -5.9216 8.5564
H -5.0367 -0.8978 -6.3612
H 2.0038 0.8214 -2.6737
H 1.5087 2.5972 0.5100
H -7.8319 0.9170 -1.9228
H -3.7408 -7.1672 -8.4073
H 0.7094 -3.4042 6.0437
H 3.3718 -0.3853 2.4492
H -6.5792 1.9684 -0.1577
H -7.2009 4.1931 -0.1927
H -4.0638 0.1470 0.2559
H 4.6156 3.5049 1.6455
H 8.3138 1.0792 2.4588
H 2.2852 0.1387 1.1893
H -6.8374 3.1843 -2.9037
H -0.3877 0.4538 -3.9420
H 4.1558 -3.4301 4.6753
H -2.5100 -6.2541 -9.2980
H -3.5816 -1.7470 -0.8948
H -5.6828 -3.3185 -7.8010
H -0.9172 -1.5429 -0.9288
H 1.5256 1.1830 6.1376
H 2.6771 0.3277 5.0725
H -10.1296 0.9306 -0.3932
H 6.3607 2.1871 3.4105
H 11.8428 1.4322 5.4803
H 0.3700 0.4886 -1.0738
H 3.4595 4.2448 -0.1299
H 6.4195 4.1915 6.2016
H 3.0149 0.4842 6.8065
H -6.1916 -0.9703 0.5141
H -3.3432 -4.8839 -6.7586
H 4.0079 0.0091 0.8630
H 4.0604 1.7372 2.9988
H -3.3958 -0.2272 -6.5940
H -4.1386 -2.4392 -5.1067
H 2.5490 2.2444 2.3184
H 9.2393 4.9535 2.6103
H 11.3244 3.7007 2.9408
H 12.8707 2.8226 5.0715
H 0.9515 3.5317 -3.5717
H -1.6419 -1.4042 -3.8792
H -4.4215 -0.5927 -7.9969
H 8.6009 4.3771 4.1480
```

Charge: +1
Orbital gap: 6.96 eV
E: -69574.369 eV

Results of the Löwdin charge analysis, in e, for atoms 1 through 99: 1.034, -0.122, -0.182, -0.124, -0.121, -0.186, -0.188, -0.195, -0.196, -0.195, -0.201, -0.206, -0.113, -0.213, -0.109, -0.195, -0.185, -0.204, -0.233, -0.203, -0.182, -0.189, -0.213, -0.109, -0.212, -0.322, -0.184, -0.223, -0.109, -0.204, -0.222, -0.184, -0.215, -0.204, -0.199, -0.183, -0.271, -0.201, -0.204, -0.096, -0.186, -0.205, -0.119, -0.207, -0.185, -0.113, -0.178, -0.203, -0.178, 0.109, 0.085, 0.129, 0.125, 0.107, 0.128, 0.121, 0.111, 0.037, 0.102, 0.118, 0.090, 0.122, 0.117, 0.127, 0.106, 0.112, 0.104, 0.096, 0.104, 0.106, 0.088, 0.126, 0.087, 0.063, 0.127, 0.097, 0.100, 0.110, 0.088, 0.079, 0.087, 0.099, 0.128, 0.128, 0.068, 0.116, 0.120, 0.087, 0.129, 0.089, 0.126, 0.082, 0.119, 0.089, 0.083, 0.105, 0.105, 0.074, 0.088